No. 1
{
  "formula": "C24H27OV",
  "method": "ωB97M-V/def2-TZVPD",
  "elements": ["C", "C", "C", "H", "C", "C", "H", "H", "H", "H", "C", "C", "C", "H", "C", "C", "H", "H", "H", "H", "V", "O", "C", "C", "H", "H", "H", "H", "C", "C", "C", "H", "C", "H", "C", "H", "C", "H", "C", "C", "C", "C", "C", "C", "H", "H", "H", "H", "H", "H", "H", "H", "H"],
  "xyz": [[1.1445, 0.6440, 1.8348], [1.0776, 1.7944, 0.8411], [-0.2757, 2.2283, 0.7673], [1.9418, 2.3894, 0.5422], [-1.1271, 1.2018, 1.3153], [-0.2759, 0.1623, 1.8222], [-0.6037, -0.7039, 2.4007], [1.3686, 1.1037, 2.8199], [-0.6082, 3.1738, 0.3587], [-2.2150, 1.2339, 1.3525], [1.2158, -1.2069, -1.8164], [2.1271, -0.6745, -0.8641], [1.8952, -1.3457, 0.4797], [3.0865, -0.2065, -1.1172], [0.4562, -1.7938, 0.2944], [0.1575, -1.8736, -1.1041], [-0.7195, -2.3485, -1.5692], [1.3536, -1.1230, -2.8946], [2.5585, -2.2340, 0.5785], [-0.1159, -2.3282, 1.0681], [0.1276, 0.3072, -0.2003], [-2.7841, 0.4949, -1.4918], [-2.8415, 1.7429, -2.2247], [-4.1123, 1.1530, -1.6576], [-2.4011, 2.5925, -1.6995], [-2.7069, 1.6594, -3.3076], [-4.4922, 1.6190, -0.7387], [-6.8146, 1.3071, -1.5034], [-6.4839, 0.7407, -2.3789], [-5.0910, 0.5327, -2.5599], [-4.6647, -0.2110, -3.6799], [-3.6010, -0.3904, -3.8336], [-5.5950, -0.7166, -4.5882], [-5.2490, -1.3002, -5.4415], [-6.9665, -0.4849, -4.4158], [-7.6932, -0.8748, -5.1332], [-7.4054, 0.2550, -3.3047], [-8.4731, 0.4461, -3.1607], [5.7243, -0.1953, 1.7327], [4.7520, -0.4489, 2.8835], [5.0456, -1.8166, 3.4955], [5.0231, 0.6038, 3.9592], [3.3364, -0.4009, 2.4200], [2.2713, -0.4325, 1.6964], [6.7508, -0.2575, 2.1274], [5.5810, 0.7990, 1.2915], [5.6084, -0.9301, 0.9274], [6.0778, -1.8487, 3.8823], [4.3672, -2.0238, 4.3306], [4.9379, -2.6146, 2.7532], [4.9639, 1.6191, 3.5504], [4.3244, 0.5038, 4.7988], [6.0414, 0.4776, 4.3611]],
  "total_charge": -1,
  "homo_lumo_gap_ev": [4.5, 3.7],
  "fmax_ev_per_a": 3.3,
  "spin_multiplicity": 4
}

***

No. 2
{
  "formula": "C30H50BF9N7O2P",
  "method": "ωB97M-V/def2-TZVPD",
  "elements": ["N", "P", "O", "O", "B", "C", "C", "C", "F", "F", "C", "F", "F", "C", "F", "F", "C", "F", "F", "F", "H", "H", "H", "H", "H", "H", "H", "H", "C", "C", "C", "C", "N", "H", "H", "H", "H", "H", "H", "H", "C", "C", "C", "C", "N", "H", "H", "H", "H", "H", "H", "H", "C", "C", "C", "C", "N", "H", "H", "H", "H", "H", "H", "H", "C", "C", "C", "C", "N", "H", "H", "H", "H", "H", "H", "H", "C", "C", "C", "C", "N", "H", "H", "H", "H", "H", "H", "H", "C", "C", "C", "C", "N", "H", "H", "H", "H", "H", "H", "H"],
  "xyz": [[1.9368, 2.1217, -0.4654], [0.4759, 1.7435, -0.0553], [-0.3973, 1.4558, -1.4556], [0.4675, 0.3075, 0.7394], [-0.3499, 3.1175, 1.0123], [-1.6737, 3.8456, 0.4894], [-2.8611, 3.0282, 1.0890], [-4.2362, 3.5708, 0.6901], [-4.0840, 4.8944, 0.4422], [-5.1239, 3.5155, 1.6827], [-4.8359, 2.9811, -0.6143], [-6.1088, 3.3959, -0.6808], [-4.2345, 3.5086, -1.6659], [-4.8881, 1.4327, -0.7108], [-5.6952, 1.1561, -1.7395], [-3.7169, 0.9056, -1.0381], [-5.5112, 0.6923, 0.5055], [-4.7739, 0.7257, 1.5793], [-6.7286, 1.0787, 0.7256], [-5.6017, -0.5840, 0.1492], [1.9491, 2.1196, -1.4871], [-1.2878, 1.7841, -1.2470], [0.0365, -0.3624, 0.1710], [0.1438, 3.3489, 2.0576], [-1.7053, 4.8372, 0.9501], [-1.6947, 3.8883, -0.6068], [-2.7283, 1.9564, 0.9038], [-2.7844, 3.1565, 2.1778], [2.1573, -3.1517, 2.1029], [1.1919, -4.2934, 1.8101], [0.3485, -4.0536, 0.5531], [-0.4675, -2.8370, 0.7126], [-1.0955, -1.8903, 0.8366], [1.6289, -2.2186, 2.3003], [2.7522, -3.3791, 2.9866], [2.8409, -2.9895, 1.2652], [0.5356, -4.4340, 2.6720], [1.7586, -5.2189, 1.6843], [-0.3156, -4.9010, 0.3792], [0.9899, -3.9391, -0.3225], [-0.2566, 0.8096, -6.6702], [-0.4813, -0.5846, -6.0955], [-0.7595, -0.5700, -4.5895], [0.3818, 0.0098, -3.8608], [1.2633, 0.4587, -3.2933], [0.6205, 1.2871, -6.2306], [-0.0917, 0.7551, -7.7469], [-1.1222, 1.4515, -6.4922], [0.3966, -1.2012, -6.3008], [-1.3268, -1.0502, -6.6066], [-0.9273, -1.5844, -4.2260], [-1.6521, 0.0190, -4.3706], [0.5959, -7.6840, -0.8372], [0.3011, -9.0898, -0.3280], [-0.0862, -9.1141, 1.1538], [1.0113, -8.5800, 1.9809], [1.8663, -8.1663, 2.6147], [1.4486, -7.2402, -0.3195], [0.8380, -7.7064, -1.9002], [-0.2687, -7.0304, -0.6996], [1.1787, -9.7190, -0.4900], [-0.5137, -9.5203, -0.9136], [-0.3003, -10.1347, 1.4722], [-0.9802, -8.5123, 1.3258], [0.8677, 6.6811, -2.3682], [0.6207, 7.5820, -1.1622], [1.6255, 7.3455, -0.0304], [1.5359, 5.9557, 0.4449], [1.4661, 4.8687, 0.7894], [0.7537, 5.6256, -2.1109], [0.1503, 6.9022, -3.1600], [1.8724, 6.8284, -2.7686], [-0.3952, 7.4168, -0.7936], [0.6817, 8.6259, -1.4755], [1.4224, 8.0163, 0.8053], [2.6437, 7.5336, -0.3765], [7.1826, 3.6556, -1.4832], [5.9040, 3.3462, -0.7104], [4.6338, 3.5989, -1.5268], [4.5531, 5.0177, -1.9220], [4.4906, 6.1206, -2.2173], [7.2387, 4.7101, -1.7600], [8.0599, 3.4328, -0.8738], [7.2435, 3.0578, -2.3956], [5.8822, 3.9515, 0.1987], [5.9185, 2.3003, -0.3993], [3.7495, 3.3510, -0.9345], [4.6260, 2.9782, -2.4246], [-1.6384, -5.2726, 6.0758], [-2.0862, -3.9353, 6.6559], [-2.0300, -2.7949, 5.6350], [-0.6512, -2.6068, 5.1498], [0.4177, -2.4612, 4.7760], [-0.5963, -5.2407, 5.7531], [-1.7219, -6.0598, 6.8258], [-2.2549, -5.5544, 5.2188], [-1.4580, -3.6907, 7.5150], [-3.1100, -4.0297, 7.0239], [-2.3708, -1.8637, 6.0884], [-2.6760, -3.0113, 4.7825]],
  "total_charge": 0,
  "relative_energy_kcal_mol": 0.00,
  "homo_lumo_gap_ev": 8.3,
  "fmax_ev_per_a": 2.3,
  "smiles": "N=P(O)(O)BCCC(F)(F)C(F)(F)C(F)(F)C(F)(F)F.CCCC#N.CCCC#N.CCCC#N.CCCC#N.CCCC#N.CCCC#N",
  "spin_multiplicity": 1
}

***

No. 3
{
  "formula": "C3H7O2S",
  "method": "ωB97M-V/def2-TZVPD",
  "elements": ["C", "S", "C", "H", "H", "H", "H", "H", "H", "O", "C", "O", "H"],
  "xyz": [[1.4235, -0.7853, 1.0309], [0.8688, -1.9178, -0.2738], [0.1574, -0.8770, -1.5947], [1.2678, -1.2605, 1.9942], [1.0125, 0.2162, 0.9418], [2.5071, -0.6874, 0.9077], [-0.7547, -0.5394, -1.1099], [0.7618, -0.0006, -1.8101], [0.0073, -1.4864, -2.4767], [-0.8300, 1.3265, 0.0063], [-1.8131, 1.8126, 0.6063], [-2.8942, 1.2879, 0.9219], [-1.7141, 2.9110, 0.8561]],
  "total_charge": -1,
  "relative_energy_kcal_mol": 17.10,
  "homo_lumo_gap_ev": 7.6,
  "fmax_ev_per_a": 1.3,
  "spin_multiplicity": 1
}

***

No. 4
{
  "formula": "C22H29BrN4O2PtSSe2",
  "method": "ωB97M-V/def2-TZVPD",
  "elements": ["Pt", "C", "O", "C", "C", "C", "Br", "C", "C", "C", "O", "C", "N", "C", "C", "C", "C", "C", "C", "N", "H", "H", "H", "H", "H", "H", "H", "H", "H", "H", "H", "C", "Se", "C", "C", "Se", "C", "H", "H", "H", "H", "H", "H", "H", "H", "H", "H", "S", "C", "N", "C", "C", "C", "N", "H", "H", "H", "H", "H", "H", "H", "H"],
  "xyz": [[-0.5327, 0.0028, -1.3263], [0.6804, -3.2970, -1.8320], [0.5119, -2.2432, -0.8745], [0.2989, -2.5866, 0.4433], [0.4619, -3.8637, 0.9282], [0.2434, -4.1255, 2.2814], [0.4739, -5.8779, 2.9290], [-0.1310, -3.1145, 3.1280], [-0.3064, -1.8154, 2.6312], [-0.1023, -1.5181, 1.2723], [-0.2715, -0.2900, 0.7955], [-0.6961, -0.7406, 3.5203], [-0.8366, 0.5176, 3.1083], [-1.2021, 1.3279, 4.1768], [-1.4612, 2.6882, 4.2732], [-1.8065, 3.1644, 5.5229], [-1.8916, 2.3178, 6.6376], [-1.6330, 0.9643, 6.5422], [-1.2855, 0.4895, 5.2860], [-0.9639, -0.7898, 4.8315], [1.6032, -3.8451, -1.6404], [0.7329, -2.8079, -2.8012], [-0.1696, -3.9796, -1.8008], [0.7631, -4.6739, 0.2807], [-0.2893, -3.3342, 4.1754], [-0.6463, 0.6726, 2.1324], [-1.3916, 3.3430, 3.4155], [-2.0154, 4.2176, 5.6490], [-2.1652, 2.7372, 7.5955], [-1.6978, 0.3142, 7.4039], [-0.9320, -1.6214, 5.3979], [-0.9193, 3.3896, -2.4300], [-1.3892, 2.3323, -0.8735], [-3.2774, 2.0474, -1.2919], [-3.5130, 1.2277, -2.5444], [-2.7567, -0.5726, -2.3811], [-2.6051, -0.9342, -4.2837], [-1.5464, 4.2777, -2.4374], [-1.0292, 2.8091, -3.3399], [0.1222, 3.6740, -2.3048], [-3.7287, 3.0340, -1.3925], [-3.7046, 1.5713, -0.4093], [-3.0717, 1.6909, -3.4254], [-4.5805, 1.0963, -2.7171], [-3.6150, -0.9499, -4.6848], [-2.1399, -1.9086, -4.4021], [-1.9993, -0.1675, -4.7592], [0.5784, 0.2904, -3.4124], [2.2658, 0.2710, -3.0166], [3.1167, 0.7698, -3.9021], [4.5729, 0.7306, -3.7389], [4.9029, 0.7908, -2.2586], [4.1465, -0.3008, -1.5216], [2.7252, -0.2374, -1.8798], [2.7202, 1.1773, -4.7347], [4.9944, 1.5789, -4.2727], [4.9667, -0.1821, -4.1909], [4.6280, 1.7683, -1.8578], [5.9728, 0.6592, -2.1083], [4.2274, -0.1654, -0.4446], [4.5416, -1.2872, -1.7732], [2.0523, -0.7134, -1.2935]],
  "total_charge": 2,
  "relative_energy_kcal_mol": 0.00,
  "homo_lumo_gap_ev": [7.9, 6.3],
  "fmax_ev_per_a": 1.0,
  "spin_multiplicity": 3
}

***

No. 5
{
  "formula": "C15H28ClMoNO4S3Si3",
  "method": "ωB97M-V/def2-TZVPD",
  "elements": ["Mo", "C", "Si", "C", "C", "C", "Si", "C", "C", "C", "Si", "C", "C", "C", "C", "C", "C", "C", "N", "H", "H", "H", "H", "H", "H", "H", "H", "H", "H", "H", "H", "H", "H", "H", "H", "H", "H", "H", "H", "H", "H", "H", "H", "H", "H", "H", "H", "S", "C", "S", "S", "O", "Cl", "O", "O", "O"],
  "xyz": [[0.0253, 0.3353, -0.1730], [-2.1843, -3.3612, 2.2371], [-1.2462, -1.7487, 2.3181], [0.5274, -2.0250, 2.8654], [-2.2029, -0.2966, 3.0165], [-1.1292, -1.2062, -0.1091], [-0.6512, -2.8947, -1.0835], [-2.1061, -4.0815, -1.1591], [0.7860, -3.6475, -0.1183], [-0.1473, -2.4779, -2.8483], [-2.9306, -0.7577, -0.6734], [-3.2897, -0.7829, -2.5166], [-4.3754, -1.5271, 0.2498], [-2.8530, 1.0894, -0.1920], [-3.9471, 1.9326, -0.2525], [-3.8199, 3.2752, 0.0753], [-2.5748, 3.7476, 0.4654], [-1.5127, 2.8720, 0.4899], [-1.6341, 1.5683, 0.1590], [-2.3982, -3.6724, 3.2650], [-1.5921, -4.1524, 1.7781], [-3.1385, -3.3015, 1.7177], [0.7640, -1.4033, 3.7293], [1.2604, -1.8211, 2.0897], [0.6653, -3.0635, 3.1732], [-1.9956, -0.2345, 4.0887], [-3.2790, -0.4298, 2.9111], [-1.9248, 0.6604, 2.5806], [-2.5068, -4.3790, -0.1918], [-1.7629, -4.9919, -1.6559], [-2.9277, -3.6849, -1.7571], [0.4886, -4.0699, 0.8410], [1.5986, -2.9438, 0.0519], [1.1959, -4.4693, -0.7098], [-1.0184, -2.3685, -3.4946], [0.4460, -3.3021, -3.2499], [0.4416, -1.5695, -2.9361], [-3.6182, -1.7626, -2.8642], [-2.4271, -0.4793, -3.1047], [-4.0971, -0.0783, -2.7269], [-4.4094, -2.6066, 0.0986], [-5.2940, -1.1226, -0.1807], [-4.4001, -1.3245, 1.3185], [-4.9079, 1.5288, -0.5435], [-4.6713, 3.9409, 0.0343], [-2.4231, 4.7817, 0.7369], [-0.5287, 3.2138, 0.7780], [2.6459, 0.6691, 1.6927], [1.9961, -0.0459, 0.3407], [0.6863, 1.1597, 2.1690], [2.3310, -0.4307, -1.1941], [-1.1579, 2.9009, -2.3351], [-0.0386, 2.0610, -2.4112], [0.7400, 2.1679, -1.1550], [0.7750, 2.2314, -3.5216], [-0.5013, 0.6499, -2.3131]],
  "total_charge": 2,
  "relative_energy_kcal_mol": 12.37,
  "homo_lumo_gap_ev": 6.2,
  "fmax_ev_per_a": 1.9,
  "spin_multiplicity": 1
}

***

No. 6
{
  "formula": "C3HCuO3",
  "method": "ωB97M-V/def2-TZVPD",
  "elements": ["O", "C", "C", "O", "O", "C", "Cu", "H"],
  "xyz": [[2.2895, 0.2634, -0.1348], [-0.2050, -0.1449, 1.9901], [1.3709, -0.5665, -0.0057], [-0.5397, -0.5864, 3.0492], [0.1901, 1.0821, 1.5829], [0.1628, -0.2746, 0.6524], [1.9479, 2.3676, 1.2962], [1.5104, -1.6225, -0.3155]],
  "total_charge": 0,
  "relative_energy_kcal_mol": 3.05,
  "homo_lumo_gap_ev": 6.5,
  "fmax_ev_per_a": 1.9,
  "spin_multiplicity": 1
}